No. 1
A molecular structure, C17H33Li6O15P2 at a distorted geometry, computed with ωB97M-V/def2-TZVPD.

Results
Total charge = -1
HOMO level = -2.30 eV
Energy relative to the best compared isomer or geometry (same formula, charge and spin) = 7.8 kcal per mole
HOMO-LUMO gap = 4.04 eV

Geometry (Å):
Li1 -2.365 -1.576 -0.013
Li2 0.852 0.889 0.408
Li3 -0.022 -1.201 -1.756
Li4 0.222 2.148 -2.634
Li5 -1.159 0.347 2.035
Li6 -2.212 0.721 -3.058
P1 -1.207 1.021 -0.884
O1 -1.008 1.478 0.593
O2 -1.564 2.148 -1.865
O3 -2.060 -0.232 -1.198
O4 0.216 0.699 -1.339
P2 -0.260 -1.763 1.209
O5 0.517 -0.500 1.602
O6 -0.372 -2.261 -0.227
O7 -1.681 -1.471 1.738
O8 0.076 -3.016 2.018
O9 0.486 0.073 -5.896
C1 -0.219 0.396 -4.811
O10 -0.318 1.581 -4.516
O11 -0.640 -0.451 -3.985
H1 0.749 0.981 -6.063
C2 2.378 3.935 2.320
C3 3.769 3.248 2.526
C4 3.450 1.865 1.927
O12 2.284 2.103 1.056
C5 1.881 3.489 0.987
H2 2.468 5.021 2.317
H3 1.658 3.829 3.131
H4 4.142 3.153 3.546
H5 4.552 3.759 1.966
H6 3.231 1.133 2.705
H7 4.315 1.627 1.307
H8 0.819 3.718 0.904
H9 2.444 3.990 0.199
C6 -0.204 2.654 5.202
C7 -1.668 2.562 5.706
C8 -2.467 2.133 4.436
O13 -1.499 1.440 3.684
C9 -0.227 1.965 3.844
H10 0.541 2.250 5.887
H11 0.087 3.691 5.033
H12 -2.160 3.397 6.205
H13 -1.736 1.701 6.372
H14 -2.962 2.950 3.910
H15 -3.317 1.468 4.585
H16 0.038 2.651 3.040
H17 0.533 1.206 3.660
C10 -5.234 -3.624 -2.064
C11 -4.153 -3.953 -3.060
C12 -2.821 -3.607 -2.400
O14 -3.171 -2.896 -1.196
C13 -4.436 -3.427 -0.733
H18 -6.027 -4.365 -1.969
H19 -5.692 -2.708 -2.438
H20 -4.312 -3.419 -3.996
H21 -4.238 -5.030 -3.205
H22 -2.328 -2.824 -2.976
H23 -2.101 -4.412 -2.252
H24 -4.946 -2.908 0.078
H25 -4.265 -4.419 -0.314
C14 3.993 -2.431 -3.014
C15 4.042 -1.879 -1.630
C16 2.830 -1.016 -1.408
O15 1.928 -1.681 -2.270
C17 2.568 -2.031 -3.453
H26 4.107 -3.512 -3.106
H27 4.776 -2.017 -3.650
H28 4.969 -1.352 -1.403
H29 3.997 -2.691 -0.905
H30 2.995 -0.008 -1.790
H31 2.522 -0.761 -0.394
H32 2.632 -1.248 -4.208
H33 1.986 -2.726 -4.058

=====

No. 2
5 unconnected molecules or ions with the total composition C17H33O10PS2 at a distorted geometry, computed with ωB97M-V/def2-TZVPD.

Results
SMILES = CS(=O)(=O)[C@]1(P(O)(O)=S)CCOC1=O.CC(C)=O.CC(C)=O.CC(C)=O.CC(C)=O
HOMO level = -9.21 eV
HOMO-LUMO gap = 9.26 eV

Geometry (Å):
C1 -0.456 0.162 -2.949
S1 1.181 -0.497 -2.901
O1 1.997 0.109 -3.902
O2 1.063 -1.928 -2.973
C2 1.875 -0.201 -1.216
P1 1.858 1.561 -0.749
O3 2.483 1.716 0.718
O4 0.304 1.850 -0.569
S2 2.630 2.765 -2.025
C3 3.207 -0.918 -1.081
C4 2.987 -1.798 0.140
O5 1.627 -2.267 -0.112
C5 0.934 -1.137 -0.346
O6 -0.193 -0.951 0.047
H1 -0.986 0.001 -2.020
H2 -0.413 1.223 -3.153
H3 -0.951 -0.366 -3.752
H4 3.116 1.023 0.930
H5 0.224 2.797 -0.395
H6 4.061 -0.270 -0.912
H7 3.412 -1.587 -1.903
H8 2.886 -1.248 1.070
H9 3.585 -2.690 0.211
C6 -1.847 0.824 1.831
C7 -3.186 1.510 1.909
C8 -4.095 1.107 3.041
O7 -3.513 2.349 1.099
H10 -1.298 1.200 0.980
H11 -1.279 1.021 2.743
H12 -1.984 -0.251 1.717
H13 -3.607 1.318 3.994
H14 -4.327 0.043 2.974
H15 -5.021 1.676 2.980
C9 1.478 0.948 -6.776
C10 1.764 1.660 -8.074
C11 3.209 1.719 -8.512
O8 0.886 2.161 -8.735
H16 0.409 0.978 -6.578
H17 1.799 -0.092 -6.839
H18 2.004 1.434 -5.956
H19 3.600 0.709 -8.645
H20 3.806 2.237 -7.760
H21 3.280 2.255 -9.455
C12 -0.296 -4.707 0.864
C13 0.769 -5.244 1.786
C14 1.218 -6.668 1.553
O9 1.246 -4.570 2.668
H22 -0.524 -3.680 1.134
H23 0.062 -4.729 -0.166
H24 -1.204 -5.308 0.947
H25 1.629 -6.770 0.548
H26 0.374 -7.349 1.666
H27 1.984 -6.929 2.279
C15 -2.327 3.858 7.454
C16 -3.076 3.008 6.458
C17 -4.583 3.095 6.482
O10 -2.494 2.292 5.677
H28 -1.258 3.703 7.331
H29 -2.556 4.912 7.291
H30 -2.613 3.582 8.470
H31 -4.901 4.119 6.281
H32 -4.958 2.789 7.460
H33 -4.999 2.440 5.722

=====

No. 3
5 unconnected molecules or ions with the total composition C17H33O8P at a distorted geometry, computed with ωB97M-V/def2-TZVPD.

Results
SMILES = O=[PH2]COC(=O)C[C@@H]1CO1.CC(C)=O.CC(C)=O.CC(C)=O.CC(C)=O
HOMO level = -9.43 eV
HOMO-LUMO gap = 10.12 eV

Geometry (Å):
O1 2.915 0.124 1.738
P1 2.552 -0.023 0.293
C1 0.705 -0.053 0.056
O2 0.132 -1.356 0.251
C2 -0.725 -1.715 -0.767
O3 -0.289 -1.854 -1.864
C3 -2.237 -1.894 -0.551
C4 -2.637 -0.870 0.628
C5 -3.671 0.252 0.174
O4 -2.174 0.475 0.442
H1 3.048 -1.238 -0.244
H2 3.060 1.065 -0.481
H3 0.387 0.431 -0.893
H4 0.293 0.601 0.858
H5 -2.535 -2.892 -0.191
H6 -2.807 -1.525 -1.416
H7 -2.745 -1.281 1.661
H8 -3.872 0.172 -0.903
H9 -3.890 1.105 0.821
C6 -2.541 0.812 3.983
C7 -3.792 0.074 4.387
C8 -4.206 0.157 5.834
O5 -4.439 -0.561 3.582
H10 -2.364 0.667 2.918
H11 -2.660 1.880 4.175
H12 -1.684 0.425 4.538
H13 -4.398 1.197 6.107
H14 -3.423 -0.257 6.470
H15 -5.119 -0.418 5.982
C9 -4.980 3.613 -2.411
C10 -5.828 3.108 -1.271
C11 -7.318 3.040 -1.496
O6 -5.334 2.771 -0.219
H16 -3.933 3.609 -2.111
H17 -5.099 2.965 -3.280
H18 -5.268 4.635 -2.665
H19 -7.540 2.366 -2.325
H20 -7.708 4.037 -1.710
H21 -7.802 2.661 -0.597
C12 4.776 -4.736 -0.559
C13 4.232 -3.886 -1.678
C14 3.743 -4.598 -2.913
O7 4.189 -2.678 -1.589
H22 5.090 -4.093 0.263
H23 4.002 -5.415 -0.197
H24 5.639 -5.305 -0.909
H25 2.924 -5.272 -2.654
H26 4.561 -5.161 -3.366
H27 3.380 -3.866 -3.633
C15 6.115 0.770 -1.519
C16 6.375 2.255 -1.546
C17 7.560 2.763 -0.763
O8 5.662 3.009 -2.171
H28 5.236 0.547 -2.122
H29 6.970 0.234 -1.934
H30 5.929 0.445 -0.493
H31 8.479 2.314 -1.144
H32 7.437 2.523 0.295
H33 7.627 3.845 -0.871

=====

No. 4
6 unconnected molecules or ions with the total composition C17H34BFO19, computed with ωB97M-V/def2-TZVPD.

Results
SMILES = CB(O)OC(=O)OF.COC(=O)OC.COC(=O)OC.COC(=O)OC.COC(=O)OC.COC(=O)OC
HOMO level = -10.73 eV
HOMO-LUMO gap = 10.46 eV

Geometry (Å):
C1 -2.463 -3.852 -2.426
B1 -1.431 -4.102 -1.287
O1 -0.592 -5.162 -1.192
O2 -1.249 -3.101 -0.282
C2 -1.647 -3.228 0.959
O3 -1.526 -2.431 1.822
O4 -2.263 -4.497 1.199
F1 -3.618 -4.227 0.864
H1 -2.567 -2.780 -2.597
H2 -3.450 -4.230 -2.155
H3 -2.127 -4.307 -3.358
H4 -0.960 -5.966 -1.561
C3 1.336 -1.041 1.853
O5 1.393 0.245 1.223
C4 1.544 1.261 2.070
O6 1.640 1.178 3.269
O7 1.562 2.388 1.363
C5 1.694 3.591 2.129
H5 1.204 -1.765 1.056
H6 2.268 -1.246 2.375
H7 0.492 -1.095 2.534
H8 2.630 3.596 2.685
H9 0.855 3.704 2.813
H10 1.685 4.400 1.405
C6 6.186 -4.703 5.951
O8 5.325 -3.991 5.057
C7 4.586 -3.047 5.644
O9 4.600 -2.776 6.817
O10 3.837 -2.464 4.713
C8 2.984 -1.420 5.201
H11 6.714 -5.425 5.335
H12 6.892 -4.024 6.425
H13 5.604 -5.214 6.716
H14 3.570 -0.617 5.645
H15 2.282 -1.809 5.936
H16 2.445 -1.038 4.343
C9 -0.436 2.172 -1.323
O11 -0.071 2.444 -2.684
C10 -0.301 3.695 -3.068
O12 -0.770 4.572 -2.387
O13 0.076 3.822 -4.341
C11 -0.114 5.132 -4.883
H17 -0.190 1.131 -1.145
H18 0.131 2.799 -0.642
H19 -1.504 2.337 -1.182
H20 0.468 5.865 -4.327
H21 -1.167 5.409 -4.856
H22 0.234 5.077 -5.910
C12 -2.215 5.739 5.795
O14 -2.956 5.950 4.588
C13 -2.209 5.995 3.487
O15 -1.010 5.877 3.444
O16 -3.008 6.187 2.441
C14 -2.330 6.241 1.178
H23 -2.953 5.728 6.591
H24 -1.685 4.789 5.758
H25 -1.503 6.547 5.953
H26 -1.811 5.305 0.980
H27 -1.617 7.063 1.163
H28 -3.106 6.401 0.437
C15 -1.710 -6.223 -7.622
O17 -1.679 -4.912 -8.196
C16 -1.618 -3.923 -7.307
O18 -1.589 -4.052 -6.109
O19 -1.593 -2.767 -7.965
C17 -1.524 -1.608 -7.125
H29 -1.758 -6.907 -8.463
H30 -0.809 -6.405 -7.039
H31 -2.586 -6.342 -6.988
H32 -0.616 -1.625 -6.525
H33 -2.393 -1.558 -6.472
H34 -1.512 -0.759 -7.801

=====

No. 5
A molecular structure, C17H34Br4O5 at a distorted geometry, computed with ωB97M-V/def2-TZVPD.

Results
HOMO level = -7.11 eV
Energy relative to the best compared isomer or geometry (same formula, charge and spin) = 654.0 kcal per mole
HOMO-LUMO gap = 7.59 eV

Geometry (Å):
C1 -6.127 21.919 9.233
C2 -5.414 23.197 8.797
O1 -4.887 23.737 9.713
C3 -5.135 23.612 7.416
H1 -6.841 21.584 8.481
H2 -6.597 21.976 10.214
H3 -5.387 21.187 9.554
H4 -5.916 23.425 6.679
H5 -4.242 23.089 7.074
H6 -4.886 24.671 7.352
C4 -5.637 19.296 15.720
C5 -6.059 20.255 14.595
O2 -5.340 20.832 13.813
C6 -7.585 20.349 14.455
H7 -4.931 19.925 16.262
H8 -5.035 18.395 15.607
H9 -6.460 18.925 16.331
H10 -8.058 19.404 14.725
H11 -7.935 20.515 13.436
H12 -7.977 21.109 15.132
C7 -6.862 19.244 9.053
C8 -8.286 19.390 8.487
O3 -8.691 20.362 7.949
C9 -9.263 18.304 8.854
H13 -6.364 18.402 8.573
H14 -6.783 19.263 10.140
H15 -6.244 20.099 8.783
H16 -8.789 17.703 9.630
H17 -9.348 17.660 7.979
H18 -10.196 18.790 9.141
O4 -5.813 22.381 11.780
C10 -5.310 23.518 11.728
O5 -4.242 23.923 12.492
C11 -3.664 23.014 13.437
C12 -2.687 23.812 14.208
C13 -5.900 24.671 10.934
H19 -3.157 22.245 12.854
H20 -4.334 22.489 14.117
H21 -2.348 24.709 13.689
H22 -1.876 23.118 14.430
H23 -3.185 24.201 15.096
H24 -5.169 25.475 10.843
H25 -6.718 25.086 11.523
H26 -6.240 24.416 9.930
Br1 -8.274 24.117 8.824
C14 -9.429 22.761 9.661
C15 -8.602 21.500 9.951
Br2 -9.995 20.356 10.837
H27 -10.338 22.620 9.077
H28 -9.637 23.266 10.604
H29 -7.777 21.707 10.634
H30 -8.335 20.799 9.160
Br3 -4.692 19.036 10.231
C16 -5.689 20.678 10.919
C17 -6.304 20.317 12.294
Br4 -8.107 19.667 12.213
H31 -6.513 20.905 10.242
H32 -4.939 21.459 11.045
H33 -6.458 21.186 12.934
H34 -5.550 19.708 12.792

=====

No. 6
11 unconnected molecules or ions with the total composition C17H34Cl10O24S6 at a distorted geometry, computed with ωB97M-V/def2-TZVPD.

Results
Total charge = -1
HOMO level (spin up / spin down) = -0.33 / -6.75 eV
Multiplicity = 2
HOMO-LUMO gap (spin up / spin down) = 2.28 / 8.69 eV

Geometry (Å):
C1 -26.939 -14.735 21.148
C2 -26.476 -13.235 21.062
O1 -25.193 -13.179 21.427
S1 -24.764 -14.292 22.525
O2 -24.621 -13.663 23.830
O3 -23.693 -15.139 21.946
O4 -26.268 -15.137 22.365
H1 -26.566 -15.327 20.312
H2 -28.012 -14.869 21.283
H3 -26.979 -12.492 21.681
H4 -26.658 -12.828 20.068
C3 -23.388 -12.613 27.772
C4 -23.638 -11.533 28.829
O5 -24.249 -10.477 28.135
S2 -24.262 -10.655 26.436
O6 -23.491 -9.648 25.744
O7 -25.597 -11.101 25.977
O8 -23.259 -11.922 26.537
H5 -24.249 -13.280 27.809
H6 -22.444 -13.033 28.118
H7 -22.784 -11.137 29.378
H8 -24.437 -11.924 29.459
C5 -17.153 -9.430 29.331
C6 -18.542 -9.989 29.633
O9 -18.327 -11.322 30.058
S3 -17.120 -12.018 29.176
O10 -17.660 -12.779 28.015
O11 -16.238 -12.776 30.064
O12 -16.445 -10.512 28.793
H9 -16.701 -9.140 30.279
H10 -17.212 -8.585 28.645
H11 -19.218 -9.949 28.779
H12 -19.148 -9.388 30.311
C7 -16.339 -9.111 25.658
C8 -16.418 -9.195 24.124
O13 -17.787 -9.507 23.950
S4 -18.790 -8.743 25.044
O14 -19.690 -9.705 25.702
O15 -19.399 -7.421 24.687
O16 -17.478 -8.418 26.011
H13 -15.533 -8.481 26.033
H14 -16.116 -10.091 26.080
H15 -15.922 -10.077 23.718
H16 -16.081 -8.282 23.634
C9 -21.042 -14.089 24.894
C10 -21.227 -12.748 24.148
O17 -19.971 -12.346 23.631
S5 -18.672 -13.076 24.374
O18 -17.835 -12.158 25.125
O19 -18.117 -14.209 23.591
O20 -19.786 -13.865 25.430
H17 -20.965 -14.971 24.259
H18 -21.928 -14.120 25.528
H19 -21.483 -11.949 24.843
H20 -22.019 -12.830 23.403
C11 -15.866 -15.667 25.695
C12 -15.013 -15.363 26.941
O21 -13.793 -15.067 26.449
S6 -14.003 -14.010 25.170
O22 -12.912 -14.059 24.208
O23 -14.448 -12.701 25.631
O24 -15.303 -14.949 24.643
H21 -16.839 -15.202 25.855
H22 -15.938 -16.737 25.497
H23 -14.980 -16.184 27.657
H24 -15.462 -14.522 27.470
C13 -19.481 -18.994 23.982
Cl1 -17.754 -18.579 24.173
Cl2 -20.355 -17.467 23.939
H25 -19.674 -19.547 23.062
H26 -19.876 -19.495 24.865
C14 -19.536 -16.072 28.021
Cl3 -18.151 -15.586 29.100
Cl4 -21.046 -15.186 28.336
H27 -19.156 -15.806 27.035
H28 -19.705 -17.126 28.241
C15 -19.319 -14.190 20.701
Cl5 -20.993 -13.683 20.745
Cl6 -18.774 -14.753 19.139
H29 -18.659 -13.420 21.103
H30 -19.303 -15.045 21.376
C16 -15.852 -16.187 22.023
Cl7 -17.007 -17.093 21.010
Cl8 -14.363 -15.720 21.149
H31 -16.382 -15.267 22.269
H32 -15.476 -16.674 22.922
C17 -19.319 -9.810 21.168
Cl9 -20.313 -8.382 21.063
Cl10 -19.401 -11.043 19.880
H33 -18.333 -9.390 21.369
H34 -19.613 -10.325 22.082

=====

No. 7
A molecular structure, C17H34F6O2SbSi4TeZn at a distorted geometry, computed with ωB97M-V/def2-TZVPD.

Results
HOMO level (spin up / spin down) = -7.35 / -8.55 eV
Multiplicity = 2
Energy relative to the best compared isomer or geometry (same formula, charge and spin) = 0.0 kcal per mole
HOMO-LUMO gap (spin up / spin down) = 6.89 / 7.26 eV

Geometry (Å):
Zn1 0.371 -1.894 0.419
C1 1.187 -3.617 4.239
C2 0.596 -3.441 2.867
O1 0.729 -2.307 2.366
C3 -0.079 -4.546 2.211
C4 -0.032 -5.822 2.819
C5 -0.661 -6.911 2.281
C6 -1.390 -6.749 1.092
C7 -1.464 -5.531 0.472
C8 -0.804 -4.392 0.991
O2 -0.924 -3.274 0.330
H1 1.474 -2.639 4.616
H2 2.081 -4.240 4.173
H3 0.491 -4.096 4.926
H4 0.529 -5.946 3.734
H5 -0.598 -7.877 2.761
H6 -1.899 -7.599 0.655
H7 -2.019 -5.398 -0.447
F1 2.199 -1.982 -0.318
Sb1 3.333 -0.269 -0.147
F2 2.451 0.592 -1.639
F3 -0.241 -0.781 -1.167
F4 4.373 -1.136 -1.432
F5 4.585 1.145 0.008
F6 4.173 -1.224 1.257
C9 -2.488 0.959 1.670
Si1 -1.743 2.591 1.126
C10 -3.045 3.618 0.251
C11 -1.144 3.548 2.629
Si2 0.138 2.163 -0.241
Te1 1.426 0.841 1.481
Si3 -0.807 -0.471 -2.678
C12 -2.417 -1.396 -2.540
C13 -1.180 1.187 -3.420
C14 0.533 -1.287 -3.657
Si4 1.436 3.950 -1.061
C15 0.290 5.440 -1.032
C16 2.076 3.675 -2.789
C17 2.850 4.191 0.133
H8 -3.251 1.135 2.432
H9 -1.736 0.294 2.101
H10 -2.960 0.433 0.837
H11 -3.829 3.890 0.963
H12 -3.521 3.070 -0.564
H13 -2.626 4.541 -0.153
H14 -1.954 3.653 3.358
H15 -0.816 4.550 2.347
H16 -0.310 3.052 3.129
H17 -3.224 -0.738 -2.210
H18 -2.345 -2.239 -1.852
H19 -2.704 -1.775 -3.525
H20 -1.814 1.829 -2.807
H21 -1.734 0.929 -4.329
H22 -0.281 1.737 -3.696
H23 0.810 -2.250 -3.227
H24 1.424 -0.657 -3.665
H25 0.216 -1.441 -4.692
H26 -0.622 5.262 -1.607
H27 0.791 6.308 -1.470
H28 0.004 5.700 -0.011
H29 1.273 3.596 -3.525
H30 2.691 2.776 -2.840
H31 2.693 4.534 -3.065
H32 2.488 4.330 1.154
H33 3.428 5.076 -0.148
H34 3.521 3.330 0.126